w.
Here is one molecule with the formula C5H13NOS from OMol25. Energies are from the ωB97M-V functional and the def2-TZVPD basis.

Geometry as XYZ:
```
21
Properties=species:S:1:pos:R:3:nbo_charge:R:1
S -3.764 1.815 0.967 -0.0406
O 3.106 -1.631 -1.616 -0.7092
N 0.009 0.817 0.958 -0.6397
C -1.326 0.706 0.410 -0.2486
C -2.037 2.006 0.708 -0.5439
C 1.800 -2.071 -1.118 -0.0604
C 0.801 -0.928 -0.819 -0.4853
C 1.172 0.135 0.168 -0.2156
H -2.018 2.763 0.014 0.2268
H -4.001 0.570 1.426 0.1213
H 3.202 -0.837 -1.034 0.4593
H -0.058 -1.293 -0.346 0.2186
H 2.056 -2.698 -0.231 0.1609
H -1.883 -0.139 0.665 0.1789
H 1.306 -2.783 -1.835 0.1851
H 0.156 0.603 1.900 0.3697
H 1.832 -0.482 1.039 0.1783
H -1.317 0.426 -0.650 0.2105
H -1.513 2.643 1.473 0.2236
H 1.941 0.987 -0.208 0.1948
H 0.534 -0.607 -1.872 0.2155
```

Output
- net charge = 0
- orbital gap (eV) = 9.6
- SMILES = OCCCNCCS



x.
Here is a 3-piece molecular cluster, C5H13NOS overall from OMol25. Energies are from the ωB97M-V functional and the def2-TZVPD basis.

Geometry as XYZ:
```
21
Properties=species:S:1:pos:R:3:nbo_charge:R:1
S -1.862 -1.091 -1.368 -0.5368
O 1.000 -1.547 -0.929 -0.7490
N 1.015 2.038 1.200 -0.3853
C 0.248 -1.240 1.556 -0.1957
C -0.107 2.141 0.282 -0.3016
C 1.309 -1.205 0.455 -0.1214
C 0.227 1.810 -1.199 -0.6264
C 0.221 -0.162 2.393 -0.3214
H -0.651 1.803 -1.852 0.2550
H -0.529 -1.967 1.282 0.2634
H -0.450 -0.106 3.279 0.2264
H 1.665 -0.175 0.339 0.1823
H 1.149 2.262 -1.583 0.2201
H 0.692 0.853 1.982 0.2243
H 1.111 2.912 1.714 0.3627
H 2.182 -1.777 0.800 0.2049
H 0.459 0.736 -1.156 0.2394
H -0.528 3.166 0.270 0.1925
H 0.064 -1.371 -1.204 0.4593
H -0.914 1.472 0.613 0.2704
H -1.912 -1.469 -2.703 0.1368
```

Output
- net charge = 0
- orbital gap (eV) = 3.4



y.
Here is one molecule with the formula C5H13NOS from OMol25. Energies are from the ωB97M-V functional and the def2-TZVPD basis.

Geometry as XYZ:
```
21
Properties=species:S:1:pos:R:3:nbo_charge:R:1
S -0.404 0.297 1.996 1.3216
O 0.618 -0.120 2.976 -0.9440
N -0.044 -0.676 0.359 -0.8157
C 0.388 0.139 -0.799 0.1157
C -0.870 0.286 -1.650 -0.5974
C 1.082 1.489 -0.405 -0.6373
C -1.954 -0.696 2.556 -0.7784
C 1.495 -0.664 -1.612 -0.6350
H -1.862 -1.091 3.502 0.2337
H -2.722 0.022 2.662 0.2136
H -2.191 -1.325 1.669 0.2483
H 0.663 -1.390 0.507 0.3793
H -1.620 0.698 -0.904 0.1995
H 0.975 2.369 -0.937 0.2176
H -0.772 0.994 -2.422 0.2009
H 2.439 -0.798 -1.101 0.2103
H 1.255 -1.695 -1.866 0.2117
H -1.178 -0.636 -2.065 0.2120
H 2.112 1.214 -0.467 0.2131
H 1.680 -0.232 -2.606 0.2208
H 0.911 1.815 0.606 0.2098
```

Output
- net charge = 0
- orbital gap (eV) = 9.7



Stability comparison, relative energies in kJ/mol: w 50.4; x 598.8; y 0.0



w.
Here is a 2-piece molecular cluster, ClHNOPS overall from OMol25. Energies are from the ωB97M-V functional and the def2-TZVPD basis.

Geometry as XYZ:
```
6
Properties=species:S:1:pos:R:3:nbo_charge:R:1
Cl -1.711 0.185 -2.768 -0.2941
S -1.181 -0.885 -1.098 0.5864
P -1.130 1.988 1.142 1.3643
O -2.493 1.719 1.572 -0.9340
N -0.175 0.080 -0.429 -1.1104
H 0.759 0.351 -0.988 0.3877
```

Output
- net charge = 0
- orbital gap (alpha / beta) (eV) = 6.2 / 5.6



x.
Here is a 2-piece molecular cluster, ClHNOPS overall from OMol25. Energies are from the ωB97M-V functional and the def2-TZVPD basis.

Geometry as XYZ:
```
6
Properties=species:S:1:pos:R:3:nbo_charge:R:1
Cl -3.826 0.119 0.416 -0.0420
S -2.860 -1.377 -0.409 0.2895
P 1.211 -1.761 0.383 1.4062
O 2.401 -0.974 -0.026 -0.9817
N 0.003 -0.713 0.288 -1.0553
H 0.216 0.215 -0.059 0.3834
```

Output
- net charge = 0
- orbital gap (alpha / beta) (eV) = 5.1 / 5.0



Stability comparison, relative energies in kJ/mol: w 0.0; x 124.3



w.
Here is a 2-piece molecular cluster, C11H25BI2N overall from OMol25. Energies are from the ωB97M-V functional and the def2-TZVPD basis.

Geometry as XYZ:
```
40
Properties=species:S:1:pos:R:3:nbo_charge:R:1
I 2.721 -4.007 -3.175 -0.0199
I -0.988 -2.510 -5.182 0.0970
N -0.580 0.375 1.403 -0.2162
C 0.965 0.510 3.485 -0.4341
C 2.101 -1.015 -4.333 -0.8263
C -2.098 2.101 0.649 -0.4249
C -0.760 -1.067 1.736 -0.4089
C -0.009 0.966 4.563 -0.6220
C 0.828 -0.670 -3.521 -0.4010
C -0.480 0.548 -0.116 -0.2079
C -1.813 1.178 1.817 -0.2120
C -0.216 -1.769 -3.336 -0.5306
C 0.683 0.921 2.047 -0.1998
C -1.773 1.213 -0.549 -0.4294
B 3.137 -1.993 -3.681 0.3979
H 1.130 -0.335 -2.516 0.1842
H 0.392 0.720 5.545 0.2458
H -2.625 0.466 1.953 0.2235
H 1.502 0.580 1.414 0.2256
H -1.591 -1.454 1.148 0.2316
H 0.151 -1.608 1.488 0.2328
H 0.612 2.006 1.949 0.2212
H -0.301 -0.431 -0.555 0.2351
H -1.443 2.975 0.670 0.2198
H -2.563 0.477 -0.710 0.2223
H 0.346 0.189 -3.998 0.2185
H 2.619 -0.074 -4.543 0.2418
H 1.945 0.949 3.689 0.2466
H 4.246 -1.666 -3.412 -0.0640
H -1.636 1.767 -1.475 0.2549
H 1.122 -0.569 3.542 0.2178
H 0.379 1.185 -0.316 0.2270
H 1.782 -1.422 -5.304 0.2697
H -3.126 2.454 0.667 0.2562
H -1.613 1.672 2.760 0.2432
H -0.161 2.048 4.534 0.2149
H 0.170 -2.640 -2.814 0.2281
H -1.091 -1.385 -2.809 0.2074
H -0.985 0.482 4.494 0.1994
H -0.981 -1.172 2.794 0.2347
```

Output
- net charge = +1
- orbital gap (eV) = 8.8



x.
Here is a 2-piece molecular cluster, C11H25BI2N overall from OMol25. Energies are from the ωB97M-V functional and the def2-TZVPD basis.

Geometry as XYZ:
```
40
Properties=species:S:1:pos:R:3:nbo_charge:R:1
I 1.513 0.324 -5.933 0.1113
I -1.385 3.021 -5.187 -0.0566
N 0.426 0.051 1.564 -0.2280
C -0.553 0.883 4.583 -0.6178
C 1.555 -0.673 2.330 -0.2104
C -0.949 -0.151 2.240 -0.2003
C 1.578 -1.593 0.152 -0.4328
C 1.728 -1.991 1.600 -0.4262
C -1.727 -0.355 -4.617 -0.8269
C 0.817 0.387 -3.817 -0.5620
C -0.489 -0.570 -3.558 -0.4292
C -1.351 0.886 3.292 -0.4331
C 0.398 -0.640 0.163 -0.2046
C 0.778 1.522 1.372 -0.4049
B -2.410 1.157 -4.564 0.4509
H -2.399 0.685 3.557 0.2472
H -1.696 -0.100 1.440 0.2258
H -0.963 -1.168 2.651 0.2257
H 0.945 -2.698 1.891 0.2185
H 1.402 -2.451 -0.501 0.2552
H 0.502 1.113 4.418 0.1936
H 2.479 -1.079 -0.203 0.2204
H 0.960 1.975 2.350 0.2350
H -0.542 -1.195 0.067 0.2283
H -0.956 -0.458 -2.466 0.1927
H -2.591 -1.099 -4.265 0.2394
H 1.276 -0.799 3.378 0.2420
H -1.354 1.893 2.861 0.2163
H -0.950 1.644 5.262 0.2429
H 1.738 -0.044 -3.196 0.2193
H 1.689 1.585 0.768 0.2328
H -0.628 -0.086 5.086 0.2173
H 0.455 0.118 -0.622 0.2384
H 2.462 -0.063 2.255 0.2260
H -1.469 -0.708 -5.728 0.2794
H -3.525 1.311 -4.153 -0.0805
H 0.694 1.501 -3.481 0.2350
H 2.698 -2.453 1.806 0.2572
H -0.102 -1.693 -3.648 0.2290
H -0.054 2.011 0.855 0.2336
```

Output
- net charge = +1
- orbital gap (eV) = 8.4



Stability comparison, relative energies in kJ/mol: w 0.0; x 160.5



w.
Here is one molecule with the formula C4H3N3 from OMol25. Energies are from the ωB97M-V functional and the def2-TZVPD basis.

Geometry as XYZ:
```
10
Properties=species:S:1:pos:R:3:nbo_charge:R:1
N -0.042 0.602 -1.166 -0.4995
N 2.495 -0.496 0.960 -0.2809
N -1.467 1.458 1.916 -0.2317
C 1.418 -0.286 0.651 0.2567
C -0.607 -0.688 -0.750 -0.2160
C 0.006 0.135 0.308 -0.1270
C -0.687 0.904 1.281 0.2585
H 0.862 0.559 -1.561 0.3706
H -1.687 -0.493 -0.530 0.2250
H -0.291 -1.695 -1.109 0.2444
```

Output
- net charge = 0
- orbital gap (eV) = 11.6
- SMILES = N#CC1(C#N)CN1



x.
Here is one molecule with the formula C4H3N3 from OMol25. Energies are from the ωB97M-V functional and the def2-TZVPD basis.

Geometry as XYZ:
```
10
Properties=species:S:1:pos:R:3:nbo_charge:R:1
N -1.960 0.161 -0.088 -0.4034
N -0.378 -1.427 0.055 -0.1802
N -1.678 -1.283 -0.051 -0.0357
C 0.118 -0.214 0.017 -0.0376
C 1.560 0.146 0.087 -0.0651
C -0.768 0.831 -0.109 -0.0465
C 2.779 -0.443 -0.052 -0.1868
H 3.938 -0.404 -0.318 0.2641
H -2.905 0.720 0.201 0.4430
H -0.706 1.913 0.258 0.2482
```

Output
- net charge = 0
- orbital gap (eV) = 9.3
- SMILES = C#Cc1c[nH]nn1



y.
Here is one molecule with the formula C4H3N3 from OMol25. Energies are from the ωB97M-V functional and the def2-TZVPD basis.

Geometry as XYZ:
```
10
Properties=species:S:1:pos:R:3:nbo_charge:R:1
N 0.691 1.396 -0.029 -0.4024
N -2.101 -0.032 -1.650 -0.1991
N -0.454 -0.557 -0.234 -0.5926
C 0.409 -0.763 1.006 -0.0920
C -0.202 0.754 -0.690 0.3171
C -1.346 0.867 -1.714 0.1670
C 1.116 0.388 1.089 -0.0880
H -0.219 -1.179 -1.015 0.4072
H 0.187 -1.703 1.550 0.2476
H 1.917 0.827 1.679 0.2351
```

Output
- net charge = 0
- orbital gap (eV) = 9.8
- SMILES = N#Cc1ncc[nH]1



Stability comparison, relative energies in kJ/mol: w 0.0; x 286.3; y 128.2